<1>
The following is a quantum chemistry calculation of a 11-piece molecular cluster, C12H46N8O11 overall, from the OMol25 dataset.

Calculated values
E_LUMO   0.010 hartree
Structure (SMILES)   NC(N)=O.NC(N)=O.NC(N)=O.NC(N)=O.CCO.CO.CO.CO.CO.CO.CO
Frontier orbital gap   9.2 eV

Atoms and positions in Å:
N: -1.364 -4.734 2.064
C: -1.129 -3.464 2.057
N: -2.114 -2.920 1.363
O: -0.034 -2.783 2.706
H: -0.703 -5.334 2.514
H: -2.251 -5.235 2.004
H: -2.902 -3.393 0.869
H: -2.163 -1.826 1.265
N: -2.612 -0.299 1.214
C: -3.418 -0.256 0.209
N: -2.791 0.145 -0.912
O: -4.725 -0.776 0.284
H: -3.085 -0.478 2.161
H: -1.686 0.129 1.190
H: -3.345 0.084 -1.811
H: -2.082 0.870 -0.854
N: -1.269 -1.960 -1.241
C: -0.330 -1.921 -2.151
N: 0.241 -3.108 -2.294
O: -0.142 -0.798 -3.074
H: -1.773 -0.995 -1.176
H: -1.265 -2.463 -0.341
H: 1.237 -3.069 -2.552
H: -0.004 -3.751 -1.545
N: -0.126 1.775 -3.701
C: -0.856 2.647 -3.018
N: -0.757 3.848 -3.412
O: -1.485 2.422 -1.841
H: -0.157 0.818 -3.419
H: 0.448 2.064 -4.558
H: -1.151 4.681 -2.933
H: -0.070 4.279 -4.138
C: 1.416 0.213 -0.002
C: 0.731 0.340 1.356
O: -0.212 1.356 1.149
H: 1.980 -0.675 -0.052
H: 1.916 1.153 -0.256
H: 0.593 0.036 -0.691
H: 1.474 0.604 2.175
H: 0.200 -0.601 1.637
H: 0.300 2.131 0.840
C: 2.030 -3.636 0.562
O: 3.193 -3.326 -0.129
H: 2.286 -4.125 1.531
H: 1.588 -4.514 0.139
H: 1.313 -2.850 0.771
H: 2.963 -3.185 -1.004
C: -0.736 2.782 4.034
O: -1.733 2.338 3.103
H: -1.014 3.519 4.768
H: 0.165 3.146 3.494
H: -0.311 1.870 4.521
H: -1.320 2.178 2.285
C: 3.450 -1.252 -2.736
O: 2.922 -2.553 -2.847
H: 4.437 -1.269 -2.263
H: 2.680 -0.638 -2.245
H: 3.652 -0.785 -3.653
H: 3.416 -3.007 -3.577
C: 0.073 4.580 0.731
O: 1.098 3.677 0.564
H: 0.304 5.476 1.296
H: -0.762 4.170 1.348
H: -0.374 4.904 -0.170
H: 1.363 3.772 -0.344
C: -1.888 -0.827 4.344
O: -3.172 -0.605 3.785
H: -1.670 -0.293 5.299
H: -1.151 -0.482 3.646
H: -1.687 -1.872 4.397
H: -3.867 -0.688 4.440
C: 3.389 2.391 -2.946
O: 2.319 3.000 -2.234
H: 4.016 3.214 -3.113
H: 3.078 1.860 -3.840
H: 3.880 1.600 -2.416
H: 1.544 2.680 -2.605

Atomic partial charges in e from the Löwdin method, atoms 1 to 5: 0.144 -0.552 0.115 -0.156 0.110

***

<2>
The following is a quantum chemistry calculation of a 11-piece molecular cluster, C12H46N8O11 overall, from the OMol25 dataset.

Calculated values
E_LUMO   0.006 hartree
Structure (SMILES)   NC(N)=O.NC(N)=O.NC(N)=O.NC(N)=O.CCO.CO.CO.CO.CO.CO.CO
Frontier orbital gap   7.7 eV

Atoms and positions in Å:
N: -2.248 0.191 2.492
C: -3.272 0.330 3.333
N: -4.299 -0.444 3.102
O: -3.237 1.192 4.388
H: -1.590 1.002 2.672
H: -2.269 -0.237 1.536
H: -5.013 -0.473 3.794
H: -4.447 -1.070 2.286
N: -1.103 -1.753 3.654
C: -0.453 -2.671 3.007
N: 0.309 -3.443 3.692
O: -0.564 -2.729 1.636
H: -1.750 -1.039 3.181
H: -0.884 -1.539 4.651
H: 0.638 -4.239 3.176
H: 0.577 -3.395 4.665
N: -1.621 3.378 -2.450
C: -2.537 2.425 -2.184
N: -2.103 1.358 -1.682
O: -3.832 2.562 -2.523
H: -2.002 4.237 -2.920
H: -0.587 3.278 -2.296
H: -2.923 0.707 -1.485
H: -1.224 1.312 -1.133
N: -4.315 -1.971 0.800
C: -3.648 -1.154 0.021
N: -2.407 -1.254 0.175
O: -4.221 -0.300 -0.888
H: -5.373 -1.900 0.730
H: -3.965 -2.686 1.555
H: -2.077 -1.962 0.807
H: -1.759 -0.782 -0.511
C: 3.429 1.377 -4.905
C: 2.806 -0.014 -4.426
O: 1.968 0.228 -3.242
H: 4.122 1.350 -5.787
H: 3.792 1.946 -3.986
H: 2.619 2.083 -5.169
H: 3.592 -0.742 -4.041
H: 2.290 -0.549 -5.212
H: 1.092 0.507 -3.641
C: -0.465 -2.642 -1.866
O: -0.439 -1.258 -1.846
H: 0.464 -2.857 -1.319
H: -0.532 -3.036 -2.846
H: -1.231 -3.035 -1.296
H: 0.273 -1.002 -2.359
C: 0.406 3.108 1.998
O: -0.858 2.671 1.754
H: 0.986 2.848 1.086
H: 0.714 2.597 2.921
H: 0.316 4.155 2.229
H: -1.474 3.271 2.236
C: 1.419 -0.139 0.285
O: 0.145 0.455 0.244
H: 1.606 -1.065 0.883
H: 2.075 0.610 0.714
H: 1.751 -0.271 -0.753
H: 0.034 0.738 1.180
C: 2.094 -0.739 3.732
O: 0.971 0.038 3.545
H: 2.295 -1.265 2.852
H: 2.006 -1.461 4.527
H: 2.925 -0.076 3.938
H: 0.339 -0.595 3.317
C: 2.112 3.182 -1.633
O: 1.052 2.712 -2.477
H: 2.375 2.311 -1.039
H: 1.772 3.990 -1.008
H: 2.896 3.622 -2.301
H: 1.417 1.953 -2.869
C: 3.832 -2.117 -1.545
O: 2.677 -2.264 -2.256
H: 4.596 -2.603 -2.211
H: 3.661 -2.592 -0.618
H: 3.803 -0.986 -1.463
H: 2.498 -1.410 -2.615

Atomic partial charges in e from the Löwdin method, atoms 1 to 5: 0.123 -0.607 0.183 -0.102 0.129

***

Which structure is most stable, and how do the rest compare? From most to least stable: <1>, <2>.

***

<1>
The following is a quantum chemistry calculation of a 2-piece molecular cluster, C5H10O2 overall, from the OMol25 dataset.

Calculated values
E_LUMO (spin up / spin down)   -0.167 / -0.296 hartree
⟨S²⟩   0.761
Spin multiplicity   2
Charge   +1
Frontier orbital gap (spin up / spin down)   9.7 / 6.1 eV

Atoms and positions in Å:
C: 1.704 -1.634 -1.436
C: 1.133 -0.277 -1.507
C: 0.317 0.263 -0.527
O: 0.037 -0.555 0.600
C: -0.470 1.534 -0.746
C: -1.410 1.611 -1.699
H: 2.730 -1.609 -1.824
H: 0.929 -2.264 -1.928
H: 1.931 -2.044 -0.398
H: 1.150 0.161 -2.481
H: -0.934 -0.558 0.530
H: -0.175 2.202 0.042
H: -1.064 1.226 -2.680
H: -2.294 2.208 -1.612
H: -0.261 -0.749 4.424
H: -1.157 0.493 4.036
O: -1.093 -0.459 4.048

Atomic partial charges in e from the Löwdin method, atoms 1 to 5: -0.032 0.044 -0.168 0.115 -0.060

***

<2>
The following is a quantum chemistry calculation of a 2-piece molecular cluster, C5H10O2 overall, from the OMol25 dataset.

Calculated values
E_LUMO (spin up / spin down)   -0.152 / -0.258 hartree
⟨S²⟩   0.754
Spin multiplicity   2
Charge   +1
Frontier orbital gap (spin up / spin down)   10.3 / 8.1 eV

Atoms and positions in Å:
C: -1.805 0.982 0.117
C: -1.043 -0.109 0.788
C: 0.316 -0.307 0.448
O: 0.824 0.085 -0.669
C: 1.240 -1.050 1.290
C: 1.551 -0.656 2.523
H: -1.948 0.655 -0.923
H: -2.751 1.268 0.554
H: -1.097 1.813 0.062
H: -1.490 -0.766 1.521
H: 0.160 0.359 -1.340
H: 1.927 -1.739 0.811
H: 0.968 0.056 3.067
H: 2.256 -1.212 3.121
H: -0.050 0.286 -3.909
H: -1.368 0.853 -3.464
O: -0.548 0.540 -3.122

Atomic partial charges in e from the Löwdin method, atoms 1 to 5: -0.021 0.076 -0.273 0.202 -0.066

***

Which structure is most stable, and how do the rest compare? From most to least stable: <2>, <1>.

***

<1>
The following is a quantum chemistry calculation of a 2-piece molecular cluster, CH4N2O2S overall, from the OMol25 dataset.

Calculated values
E_LUMO (spin up / spin down)   -0.061 / -0.039 hartree
Frontier orbital gap (spin up / spin down)   9.2 / 7.6 eV

Atoms and positions in Å:
C: 0.486 0.350 -0.741
N: -1.691 0.208 0.667
N: 0.808 -0.841 -0.040
O: 0.405 -1.881 -0.558
O: 1.583 -0.787 0.952
S: 1.122 1.756 -0.106
H: -0.036 0.309 -1.588
H: -2.353 -0.535 0.803
H: -1.997 0.399 -0.288
H: 1.674 1.023 0.897

Atomic partial charges in e from the Löwdin method, atoms 1 to 5: -0.483 0.117 -0.468 0.043 -0.044

***

<2>
The following is a quantum chemistry calculation of a 2-piece molecular cluster, CH4N2O2S overall, from the OMol25 dataset.

Calculated values
E_LUMO (spin up / spin down)   -0.015 / -0.015 hartree
Frontier orbital gap (spin up / spin down)   8.7 / 8.7 eV

Atoms and positions in Å:
C: -0.698 0.511 -0.327
N: 1.070 -1.188 0.096
N: -0.008 1.594 -0.114
O: -2.981 -0.114 0.542
O: 0.899 1.892 0.687
S: -1.981 -0.409 -0.491
H: 0.842 -2.002 -0.388
H: 1.086 -1.530 1.049
H: -0.355 2.385 -0.866
H: 2.126 -1.138 -0.187

Atomic partial charges in e from the Löwdin method, atoms 1 to 5: -0.398 0.011 -0.223 -0.572 -0.053

***

Which structure is most stable, and how do the rest compare? From most to least stable: <2>, <1>.

***

<1>
The following is a quantum chemistry calculation of a 2-piece molecular cluster, CH4N2O2S overall, from the OMol25 dataset.

Calculated values
E_LUMO (spin up / spin down)   -0.043 / -0.045 hartree
Frontier orbital gap (spin up / spin down)   8.3 / 8.2 eV

Atoms and positions in Å:
C: 0.911 0.241 -0.713
N: -1.983 0.421 -0.432
N: -1.097 -0.088 1.309
O: -2.848 1.147 -0.206
O: 0.562 -1.972 0.593
S: 0.276 -0.557 0.751
H: 2.029 0.141 -0.645
H: 0.346 -0.215 -1.640
H: 0.613 1.269 -0.745
H: 1.190 -0.387 1.729

Atomic partial charges in e from the Löwdin method, atoms 1 to 5: -0.230 0.073 -0.298 0.071 -0.449

***

<2>
The following is a quantum chemistry calculation of a 2-piece molecular cluster, CH4N2O2S overall, from the OMol25 dataset.

Calculated values
E_LUMO   -0.015 hartree
Structure (SMILES)   [H]/N=C\ON=O.S
Frontier orbital gap   9.0 eV

Atoms and positions in Å:
H: 0.511 0.142 1.502
N: -0.418 -0.223 1.292
C: -0.486 -0.954 0.255
O: 0.454 -1.455 -0.635
N: 1.786 -1.239 -0.222
O: 2.523 -1.678 -0.980
H: -1.450 -1.331 -0.011
S: -1.445 2.429 0.041
H: -0.025 2.440 -0.082
H: -1.451 1.869 -1.160

Atomic partial charges in e from the Löwdin method, atoms 1 to 5: 0.045 0.083 -0.311 -0.050 -0.038

***

Which structure is most stable, and how do the rest compare? From most to least stable: <2>, <1>.